Computed, not measured: 9 unconnected molecules or ions with the total composition C46H117N7O18 at a distorted geometry, with ωB97M-V/def2-TZVPD.

Summary:
electronic energy = -3559.8855 Eh
total charge = 0
Kohn-Sham gap = 0.3168 Ha
SMILES = COCCNCCOC.COCCNCCOC.COCCNCCOC.COCCNCCOC.COCCNCCOC.COCCNCCOC.COCCNCCOC.OCCO.OCCO
energy above the lowest of the compared OMol25 structures with the same formula, charge and spin = 135.86 kcal/mol
largest force on an atom = 0.05478 hartree/bohr
2S+1 = 1
E_LUMO = 0.28 eV

Positions of all 188 atoms, in Å:
1 C -3.606 8.099 0.394
2 O -3.718 9.209 -0.517
3 C -2.559 9.670 -1.168
4 C -2.836 10.951 -1.997
5 N -3.496 10.611 -3.280
6 C -3.812 11.833 -3.981
7 C -4.378 11.596 -5.396
8 O -4.473 12.808 -6.107
9 C -4.637 12.811 -7.486
10 H -2.561 7.840 0.565
11 H -3.908 7.161 -0.073
12 H -4.043 8.309 1.371
13 H -2.043 8.887 -1.724
14 H -1.920 9.939 -0.327
15 H -1.930 11.512 -2.227
16 H -3.408 11.685 -1.431
17 H -4.337 10.086 -3.087
18 H -2.926 12.419 -4.225
19 H -4.569 12.395 -3.433
20 H -5.343 11.095 -5.320
21 H -3.675 11.007 -5.986
22 H -3.786 12.603 -8.134
23 H -5.087 13.727 -7.869
24 H -5.470 12.164 -7.760
25 C 0.110 1.637 -5.918
26 O -0.040 3.046 -5.578
27 C -1.359 3.528 -5.925
28 C -1.264 5.065 -6.004
29 N -0.558 5.589 -7.231
30 C -0.745 6.999 -7.397
31 C 0.014 7.552 -8.596
32 O -0.602 7.012 -9.765
33 C 0.055 7.633 -10.913
34 H 0.071 1.375 -6.975
35 H -0.433 0.959 -5.259
36 H 1.132 1.392 -5.627
37 H -2.132 3.226 -5.218
38 H -1.634 3.168 -6.917
39 H -0.696 5.433 -5.150
40 H -2.285 5.434 -5.900
41 H -0.991 5.148 -8.029
42 H -0.428 7.585 -6.535
43 H -1.782 7.325 -7.480
44 H 1.071 7.300 -8.677
45 H 0.037 8.640 -8.547
46 H -0.337 8.623 -11.145
47 H -0.152 6.934 -11.724
48 H 1.141 7.599 -10.839
49 C -5.954 -6.856 2.572
50 O -6.372 -5.634 3.263
51 C -7.210 -5.847 4.392
52 C -7.725 -4.512 5.036
53 N -6.592 -3.571 5.070
54 C -6.897 -2.139 4.981
55 C -5.750 -1.358 4.314
56 O -4.437 -1.548 4.796
57 C -4.116 -0.782 5.970
58 H -6.806 -7.404 2.168
59 H -5.418 -7.476 3.291
60 H -5.213 -6.564 1.829
61 H -6.614 -6.332 5.164
62 H -8.077 -6.460 4.145
63 H -7.992 -4.691 6.077
64 H -8.598 -4.136 4.503
65 H -5.891 -3.810 4.383
66 H -7.161 -1.747 5.963
67 H -7.812 -2.005 4.403
68 H -5.923 -0.293 4.470
69 H -5.731 -1.467 3.229
70 H -4.890 -0.831 6.736
71 H -3.825 0.241 5.733
72 H -3.260 -1.223 6.480
73 C -0.692 -6.824 3.364
74 O -0.185 -7.878 4.143
75 C -0.126 -9.050 3.353
76 C 0.359 -10.252 4.204
77 N -0.396 -11.494 3.907
78 C -0.217 -12.032 2.575
79 C -1.213 -13.190 2.276
80 O -0.597 -14.414 2.658
81 C -1.550 -15.461 2.739
82 H 0.002 -6.566 2.564
83 H -0.847 -5.862 3.853
84 H -1.618 -7.188 2.919
85 H 0.584 -8.945 2.533
86 H -1.066 -9.309 2.865
87 H 0.407 -9.984 5.259
88 H 1.394 -10.378 3.884
89 H -0.367 -12.251 4.575
90 H 0.816 -12.365 2.482
91 H -0.479 -11.261 1.849
92 H -1.428 -13.206 1.208
93 H -2.167 -12.967 2.755
94 H -0.895 -16.261 3.084
95 H -1.877 -15.686 1.724
96 H -2.368 -15.201 3.411
97 C -5.031 -9.387 -5.997
98 O -4.549 -8.160 -5.352
99 C -5.308 -7.861 -4.182
100 C -4.659 -6.698 -3.513
101 N -3.170 -6.763 -3.510
102 C -2.569 -5.688 -2.689
103 C -1.051 -5.811 -2.788
104 O -0.612 -5.731 -4.115
105 C 0.776 -6.014 -4.279
106 H -5.938 -9.241 -6.584
107 H -5.158 -10.255 -5.349
108 H -4.273 -9.632 -6.741
109 H -5.421 -8.719 -3.519
110 H -6.318 -7.649 -4.532
111 H -5.165 -6.419 -2.589
112 H -4.910 -5.823 -4.113
113 H -2.792 -6.641 -4.438
114 H -2.808 -5.742 -1.626
115 H -2.983 -4.756 -3.073
116 H -0.702 -6.734 -2.327
117 H -0.654 -4.913 -2.315
118 H 0.975 -6.994 -3.847
119 H 1.410 -5.335 -3.709
120 H 1.031 -5.981 -5.339
121 C 7.330 -2.528 -0.477
122 O 6.895 -2.015 0.733
123 C 5.897 -1.017 0.600
124 C 5.640 -0.242 1.870
125 N 4.838 -1.041 2.814
126 C 4.771 -0.339 4.133
127 C 4.436 -1.340 5.220
128 O 5.412 -2.390 5.408
129 C 4.972 -3.352 6.373
130 H 7.702 -3.553 -0.469
131 H 8.128 -1.868 -0.816
132 H 6.663 -2.527 -1.340
133 H 5.003 -1.350 0.072
134 H 6.289 -0.272 -0.093
135 H 5.200 0.737 1.681
136 H 6.648 0.058 2.156
137 H 5.318 -1.887 3.084
138 H 3.934 0.355 4.211
139 H 5.656 0.206 4.461
140 H 3.477 -1.795 4.973
141 H 4.307 -0.842 6.181
142 H 3.989 -3.692 6.047
143 H 5.059 -2.801 7.310
144 H 5.631 -4.215 6.270
145 C 7.264 2.351 8.646
146 O 7.466 2.638 7.281
147 C 8.452 3.655 7.103
148 C 8.743 3.884 5.580
149 N 7.704 4.539 4.722
150 C 7.345 5.925 5.046
151 C 6.181 6.395 4.172
152 O 5.097 5.573 4.589
153 C 4.128 5.564 3.626
154 H 6.807 1.385 8.862
155 H 6.721 3.100 9.222
156 H 8.273 2.162 9.013
157 H 9.385 3.313 7.551
158 H 8.157 4.607 7.546
159 H 8.869 2.910 5.106
160 H 9.709 4.371 5.446
161 H 6.792 4.109 4.658
162 H 8.093 6.669 4.773
163 H 7.174 6.112 6.107
164 H 6.365 6.242 3.108
165 H 6.065 7.452 4.413
166 H 3.544 6.466 3.442
167 H 3.305 4.943 3.980
168 H 4.443 5.224 2.639
169 O 3.595 5.658 -5.668
170 C 3.715 6.044 -4.325
171 C 4.473 4.883 -3.541
172 O 3.662 3.717 -3.396
173 H 2.664 5.623 -5.902
174 H 4.166 7.029 -4.203
175 H 2.708 6.134 -3.917
176 H 4.649 5.245 -2.528
177 H 5.418 4.644 -4.027
178 H 2.982 3.827 -4.065
179 O -1.636 1.949 1.735
180 C -1.216 1.473 0.496
181 C 0.177 0.788 0.432
182 O 0.324 0.037 1.663
183 H -1.435 1.298 2.411
184 H -1.870 0.644 0.226
185 H -1.179 2.263 -0.254
186 H 0.994 1.499 0.309
187 H 0.281 0.186 -0.471
188 H 1.248 -0.020 1.915